C59H121Br14N3O21 | wB97M-V/def2-TZVPD

The gap between HOMO and LUMO comes out at 9.24 eV. Its spin multiplicity is 1.

CARTESIAN COORDINATES (ANGSTROEM)
Br 20.19 19.08 13.79
Br 17.94 9.68 8.98
Br 16.47 19.14 12.74
Br 22.33 15.64 7.84
Br 22.53 12.29 20.97
Br 25.33 10.51 14.78
Br 23.76 17.21 11.96
Br 18.45 10.14 21.10
Br 20.11 23.40 11.88
Br 19.76 13.23 16.68
Br 22.96 9.39 17.27
Br 20.90 8.59 11.05
Br 13.49 21.20 13.61
Br 18.09 16.20 15.84
O 19.26 10.35 14.85
O 17.36 10.55 16.05
O 12.53 16.96 16.84
O 16.70 15.73 22.24
O 13.82 10.30 9.27
O 19.35 15.84 10.07
O 13.92 14.88 11.21
O 18.79 21.14 15.85
O 21.93 18.84 19.23
O 22.91 20.59 18.21
O 25.55 8.72 19.53
O 15.54 14.48 19.08
O 14.77 16.59 10.08
O 18.43 14.61 11.65
O 12.80 15.98 14.86
O 25.38 16.17 18.65
O 15.02 10.70 11.13
O 23.40 14.03 14.50
O 26.44 10.14 18.05
O 18.32 14.70 21.09
O 13.34 14.21 18.81
N 16.92 21.22 17.12
N 24.17 15.07 17.07
N 22.77 12.84 12.69
C 14.63 11.06 10.03
C 19.49 13.54 9.74
C 15.25 14.76 11.81
C 15.08 12.24 9.22
C 18.78 17.07 10.53
C 23.85 19.92 20.21
C 15.70 13.42 18.09
C 18.83 15.98 20.59
C 19.47 9.71 11.53
C 21.21 10.91 21.28
C 22.29 20.11 17.03
C 12.43 16.00 9.82
C 16.01 12.09 18.72
C 22.74 19.77 19.22
C 14.92 19.55 11.73
C 23.70 13.50 13.43
C 16.63 11.12 14.92
C 19.97 11.31 20.54
C 15.14 13.56 12.74
C 22.95 17.20 10.22
C 19.55 21.77 12.94
C 15.78 10.00 14.29
C 19.92 15.60 19.67
C 16.25 22.26 16.40
C 13.23 16.63 15.97
C 13.58 19.55 12.46
C 26.22 16.19 16.35
C 12.85 8.25 8.79
C 23.11 14.61 17.94
C 26.26 8.90 18.59
C 10.64 16.32 13.85
C 27.08 7.92 17.81
C 13.84 15.88 10.31
C 22.72 15.80 9.80
C 20.52 14.77 15.75
C 14.09 15.97 20.15
C 17.23 14.74 21.88
C 21.36 12.66 13.09
C 18.14 20.68 16.76
C 25.99 11.21 18.97
C 20.56 20.64 12.56
C 19.03 14.68 10.61
C 19.11 9.31 16.94
C 22.53 10.22 15.54
C 19.55 15.46 14.82
C 11.38 15.52 14.86
C 18.79 18.02 9.39
C 18.56 19.59 17.67
C 25.19 15.83 17.49
C 14.25 14.78 19.32
C 25.10 13.58 12.86
C 18.19 9.21 10.84
C 26.30 12.48 18.28
C 18.57 10.10 15.83
C 16.85 13.31 22.33
C 23.55 9.82 14.50
C 13.34 9.08 9.95
C 23.24 19.04 16.50
C 14.69 16.87 15.94
H 13.69 7.88 8.21
H 26.13 13.47 18.75
H 22.00 17.74 10.28
H 15.13 16.68 16.87
H 19.68 12.31 20.72
H 19.50 14.95 18.91
H 11.88 16.42 10.62
H 24.08 14.94 16.08
H 19.64 10.75 11.24
H 25.49 14.54 13.17
H 20.22 16.58 19.26
H 16.89 12.19 19.33
H 23.70 17.64 9.57
H 27.29 12.43 17.90
H 19.79 8.50 16.57
H 21.60 9.78 15.28
H 26.76 8.00 16.77
H 13.96 16.81 19.47
H 13.36 18.67 13.05
H 18.11 16.45 19.90
H 23.62 15.24 10.00
H 10.97 15.64 15.85
H 20.79 15.12 20.15
H 24.29 19.39 16.56
H 22.28 20.99 16.35
H 26.53 11.14 19.91
H 17.48 13.14 23.20
H 27.15 15.67 16.46
H 14.33 13.76 13.42
H 14.83 13.45 17.43
H 21.69 9.99 20.94
H 14.22 8.68 10.40
H 23.65 19.26 21.04
H 12.19 8.83 8.16
H 16.96 23.12 16.26
H 14.77 17.97 15.75
H 16.06 11.94 15.37
H 25.17 13.51 11.77
H 21.16 10.85 22.38
H 21.28 12.28 14.08
H 21.83 15.39 10.35
H 10.90 16.11 12.80
H 13.19 15.79 20.72
H 19.42 19.07 17.17
H 10.76 17.38 13.93
H 23.60 8.74 14.41
H 16.12 11.39 17.89
H 16.34 20.58 17.60
H 15.11 20.54 11.30
H 12.29 7.37 9.14
H 24.93 11.06 19.11
H 23.57 14.20 18.79
H 21.30 14.35 15.10
H 19.46 12.54 10.18
H 15.81 13.25 22.57
H 19.16 14.69 14.11
H 19.35 17.40 11.44
H 21.59 20.96 12.72
H 15.40 22.62 17.00
H 23.22 10.18 13.55
H 19.78 21.99 13.96
H 16.03 14.69 11.05
H 9.57 16.14 13.85
H 21.01 15.45 16.41
H 20.03 16.30 14.37
H 17.41 9.81 11.36
H 15.94 21.94 15.39
H 17.74 18.85 17.77
H 15.48 15.68 12.35
H 23.04 12.32 11.85
H 11.58 14.48 14.55
H 25.69 12.83 13.36
H 12.78 19.74 11.76
H 23.03 18.88 15.44
H 20.85 13.60 13.01
H 22.42 15.37 18.29
H 14.91 12.00 8.18
H 18.10 18.85 9.49
H 17.38 11.54 14.19
H 18.86 13.48 8.87
H 20.44 13.75 9.33
H 21.29 19.75 17.16
H 22.47 11.30 15.62
H 12.06 15.04 9.48
H 17.12 12.56 21.58
H 12.67 9.36 10.76
H 19.71 10.01 17.52
H 26.86 6.87 18.17
H 14.91 16.03 20.83
H 18.51 17.43 8.52
H 15.20 16.21 15.25
H 14.96 12.62 12.21
H 15.14 10.54 13.55
H 19.77 18.48 9.15
H 18.94 19.93 18.64
H 22.54 13.81 17.49
H 18.37 8.84 17.59
H 19.14 16.55 21.44
H 25.66 12.48 17.39
H 20.06 11.09 19.47
H 16.11 12.52 9.42
H 15.13 9.49 15.02
H 25.87 16.04 15.36
H 15.16 11.66 19.24
H 14.46 13.10 9.44
H 16.09 13.35 13.27
H 20.95 12.01 12.36
H 18.50 21.54 12.77
H 16.59 13.73 17.49
H 17.76 16.91 10.82
H 26.48 17.22 16.53
H 16.34 9.20 13.81
H 12.47 16.74 9.04
H 24.79 19.63 19.78
H 14.92 18.79 10.94
H 23.86 20.96 20.49
H 18.00 8.12 10.92
H 20.42 20.30 11.51
H 19.31 9.69 12.63
H 23.17 18.11 17.04
H 28.12 8.11 17.95

***

C22H46N7ReSSi3 | wB97M-V/def2-TZVPD

The gap between HOMO and LUMO (spin up / spin down) comes out at 7.19 / 6.98 eV. The total charge is +3. Its spin multiplicity is 2. For the relative energy (zero: lowest compared OMol25 entry of this formula, charge and spin), the calculation gives 99.7 kJ/mol.

CARTESIAN COORDINATES (ANGSTROEM)
Re -0.73 0.47 0.17
S -1.36 1.38 2.27
Si 1.48 0.78 -2.04
Si 2.32 -0.60 0.84
Si 1.70 2.44 0.60
N -0.84 2.53 -0.45
N -1.44 -2.40 -1.48
N -3.67 2.21 3.18
N -1.00 -3.78 0.29
N -1.23 -1.44 0.66
N -3.78 1.25 1.11
N -3.16 0.57 0.04
C -2.08 4.42 -1.27
C 1.82 -0.68 2.64
C 1.19 0.72 -0.09
C 3.23 3.15 -0.12
C 1.13 2.40 -2.86
C -1.39 -3.46 -2.50
C 4.08 -0.08 0.82
C -2.03 -3.16 2.35
C 0.04 4.73 -0.20
C -1.22 -2.57 -0.18
C -1.09 5.27 -0.80
C -1.72 -4.78 -1.84
C -3.06 1.64 2.16
C 1.83 2.57 2.43
C 3.18 0.25 -2.45
C 2.13 -2.24 -0.01
C 0.16 3.36 -0.03
C -1.93 3.07 -1.07
C -0.94 -4.01 1.74
C -1.69 -1.71 2.08
C -0.84 -4.94 -0.62
C 0.25 -0.36 -2.84
H 3.93 0.98 -2.12
H 1.72 -1.72 2.97
H 0.46 -1.41 -2.65
H 1.01 2.13 2.99
H 3.24 0.19 -3.54
H 2.94 -2.39 -0.73
H -1.10 -5.07 1.91
H -3.44 -0.40 0.05
H 3.46 -0.73 -2.05
H 1.87 3.63 2.68
H -2.56 -1.08 2.29
H 3.39 4.13 0.34
H -2.77 -4.81 -1.55
H -4.79 1.35 1.09
H -1.10 -5.83 -0.05
H -3.14 2.52 3.97
H -1.63 -1.46 -1.79
H 0.05 2.55 -3.02
H 4.49 0.12 -0.17
H 0.90 -0.15 2.86
H 4.09 2.54 0.14
H -2.66 2.38 -1.46
H -2.12 -3.21 -3.27
H 2.76 2.12 2.78
H 1.19 -2.35 -0.55
H -1.53 -5.60 -2.53
H -4.67 2.36 3.20
H 1.53 3.30 -2.40
H 0.22 -5.02 -0.89
H -2.11 -3.31 3.42
H -0.79 -0.11 -2.54
H -1.18 6.34 -0.94
H 0.27 -0.21 -3.93
H 4.28 0.77 1.47
H 0.85 5.38 0.12
H 4.64 -0.93 1.24
H -2.98 -3.44 1.90
H -2.95 4.79 -1.79
H 0.05 -3.75 2.14
H 3.23 3.29 -1.20
H -0.90 -1.41 2.75
H -3.50 0.98 -0.82
H 1.59 2.32 -3.86
H -0.40 -3.49 -2.96
H 2.22 -3.04 0.73
H 2.60 -0.22 3.26